Entry P
Here is an isolated molecule of C6H9ClS from the OMol25 dataset. Energies are from wB97M-V/def2-TZVPD.

Properties
Charge ... 0
SMILES ... C[C@H](Cl)[C@H]1CCC1=S

Last columns: bonded neighbours and bond lengths (Å).
CARTESIAN COORDINATES (ANGSTROEM)
1 C 0.58088 1.98676 0.88277  C2 1.555, H9 1.179, H10 1.085, H11 1.100
2 C -0.32935 1.06838 0.01847  C1 1.555, Cl3 1.824, C4 1.435, H12 1.047
3 Cl -2.02819 1.73351 0.01297  C2 1.824
4 C -0.32817 -0.33554 0.31755  C2 1.435, C5 1.534, C7 1.467, H13 1.202
5 C -1.20171 -1.12248 -0.66787  C4 1.534, C6 1.480, H14 1.201, H15 1.129
6 C -0.17219 -2.18573 -0.69646  C5 1.480, C7 1.547, H16 1.171, H17 1.067
7 C 0.81532 -1.14905 -0.11049  C4 1.467, C6 1.547, S8 1.700
8 S 2.50298 -1.12043 0.09289  C7 1.700
9 H 1.70310 1.65027 0.75238  C1 1.179
10 H 0.46782 3.06132 0.78006  C1 1.085
11 H 0.31811 1.58397 1.87249  C1 1.100
12 H -0.00757 1.18582 -0.97088  C2 1.047
13 H -0.58185 -0.71234 1.43076  C4 1.202
14 H -2.36227 -1.41045 -0.55208  C5 1.201
15 H -1.00648 -0.68400 -1.68958  C5 1.129
16 H -0.29381 -3.20139 -0.12597  C6 1.171
17 H 0.00583 -2.58992 -1.66769  C6 1.067

Löwdin analysis output, partial charges in e:
1. C -0.104
2. C -0.721
3. Cl 0.600
4. C -0.442
5. C -0.209
6. C -0.210
7. C -0.665
8. S 0.669
9. H 0.089
10. H 0.065
11. H 0.073
12. H 0.083
13. H 0.223
14. H 0.164
15. H 0.132
16. H 0.157
17. H 0.095



Entry Q
Here is an isolated molecule of C6H9ClS from the OMol25 dataset. Energies are from wB97M-V/def2-TZVPD.

Properties
Charge ... 0

Last columns: bonded neighbours and bond lengths (Å).
CARTESIAN COORDINATES (ANGSTROEM)
1 C -1.60999 0.72093 1.13983  C4 1.495, Cl8 1.662
2 C -0.44818 -0.98992 -1.27943  C5 1.485, S7 1.636
3 C 0.38092 -0.70600 1.33128  C4 1.516, S7 1.883, H9 1.082, H10 1.089
4 C -0.15365 0.70517 1.47896  C1 1.495, C3 1.516, C6 1.524, H11 1.060
5 C -0.43891 -1.64686 -2.61069  C2 1.485, H12 1.157, H13 1.150, H14 1.153
6 C 0.83885 1.73435 0.95266  C4 1.524, H15 1.155, H16 1.206, H17 1.146
7 S 0.95939 -0.92064 -0.44819  C2 1.636, C3 1.883
8 Cl -2.07984 2.03248 0.23397  C1 1.662
9 H 1.35079 -0.90385 1.76811  C3 1.082
10 H -0.34807 -1.50254 1.47017  C3 1.089
11 H -0.36627 0.93135 2.49256  C4 1.060
12 H -1.08035 -2.60919 -2.58755  C5 1.157
13 H 0.54769 -2.12398 -2.95787  C5 1.150
14 H -0.82651 -0.79534 -3.28517  C5 1.153
15 H 0.45921 2.79822 1.19604  C6 1.155
16 H 0.91971 1.72837 -0.25039  C6 1.206
17 H 1.89521 1.54746 1.35570  C6 1.146

Löwdin analysis output, partial charges in e:
1. C -0.457
2. C -0.475
3. C -0.376
4. C -0.623
5. C -0.264
6. C -0.163
7. S 0.910
8. Cl 0.660
9. H 0.061
10. H 0.081
11. H 0.118
12. H 0.099
13. H 0.064
14. H 0.096
15. H 0.082
16. H 0.092
17. H 0.095



Entry R
Here is an isolated molecule of C6H9ClS from the OMol25 dataset. Energies are from wB97M-V/def2-TZVPD.

Properties
Charge ... 0
SMILES ... SC1(CCl)CC=CC1

Last columns: bonded neighbours and bond lengths (Å).
CARTESIAN COORDINATES (ANGSTROEM)
1 S 0.07945 1.71895 -0.41375  C2 1.852, H9 1.276
2 C 0.14664 0.00530 0.28642  S1 1.852, C3 1.485, C5 1.578, C8 1.586
3 C -1.12990 -0.35554 0.95289  C2 1.485, Cl4 1.794, H10 1.137, H11 1.083
4 Cl -2.49244 -0.50709 -0.20384  C3 1.794
5 C 0.63927 -0.98236 -0.84119  C2 1.578, C6 1.489, H12 1.079, H13 1.088
6 C 2.11781 -0.81224 -0.86708  C5 1.489, C7 1.326, H14 1.073
7 C 2.55552 -0.34568 0.29387  C6 1.326, C8 1.494, H15 1.133
8 C 1.41539 -0.11581 1.23105  C2 1.586, C7 1.494, H16 1.117, H17 1.076
9 H -0.76246 2.21611 0.40647  S1 1.276
10 H -1.41481 0.37685 1.77494  C3 1.137
11 H -1.07388 -1.34482 1.39100  C3 1.083
12 H 0.19513 -0.99476 -1.82477  C5 1.079
13 H 0.36889 -1.97619 -0.48957  C5 1.088
14 H 2.78196 -1.13216 -1.64653  C6 1.073
15 H 3.67808 -0.24001 0.40214  C7 1.133
16 H 1.56252 0.80618 1.84353  C8 1.117
17 H 1.29644 -0.95584 1.89235  C8 1.076

Löwdin analysis output, partial charges in e:
1. S 0.796
2. C -0.788
3. C -0.609
4. Cl 0.561
5. C -0.206
6. C -0.118
7. C -0.119
8. C -0.187
9. H -0.182
10. H 0.105
11. H 0.070
12. H 0.103
13. H 0.117
14. H 0.101
15. H 0.128
16. H 0.117
17. H 0.108



Stability ranking, top entry: entry R; the second entry is 1.676 eV less favorable.



Entry P
Here is a cluster of 2 separate species, C5H9N2O2 in total from the OMol25 dataset. Energies are from wB97M-V/def2-TZVPD.

Properties
Charge ... +1
Spin multiplicity ... 3

Last columns: bonded neighbours and bond lengths (Å).
CARTESIAN COORDINATES (ANGSTROEM)
1 C 0.59422 0.84077 2.17132  N6 1.363, N7 1.326, H10 1.081
2 C 0.19750 -0.63217 -0.93645  O8 1.181, O9 1.249
3 C -1.42197 0.02640 1.40983  C4 1.486, N6 1.436, H11 1.159, H12 1.119
4 C -0.70875 0.89087 0.43333  C3 1.486, N7 1.354, H13 1.151
5 C 0.96338 -1.03819 -3.10877  O9 1.452, H14 1.029, H15 1.123, H16 1.134
6 N -0.43362 -0.00886 2.45108  C1 1.363, C3 1.436, H17 0.989
7 N 0.33436 1.49666 1.04802  C1 1.326, C4 1.354, H18 1.030
8 O 0.00504 -1.71261 -0.50082  C2 1.181
9 O 0.57935 -0.15198 -2.02408  C2 1.249, C5 1.452
10 H 1.45024 1.10846 2.77455  C1 1.081
11 H -2.48225 0.39892 1.69192  C3 1.159
12 H -1.57321 -0.99683 0.98272  C3 1.119
13 H -1.00228 1.48075 -0.51096  C4 1.151
14 H 1.12119 -0.45901 -3.94505  C5 1.029
15 H 0.22249 -1.87669 -3.20966  C5 1.123
16 H 1.99695 -1.34350 -2.75458  C5 1.134
17 H -0.73722 -0.30348 3.34463  N6 0.989
18 H 0.89459 2.28049 0.68296  N7 1.030

Löwdin analysis output, partial charges in e:
1. C -0.092
2. C -0.394
3. C -0.133
4. C -0.078
5. C 0.035
6. N 0.079
7. N 0.088
8. O 0.179
9. O 0.001
10. H 0.146
11. H 0.173
12. H 0.130
13. H 0.184
14. H 0.068
15. H 0.130
16. H 0.133
17. H 0.150
18. H 0.202



Entry Q
Here is the ion C5H9N2O2 with charge +1 from the OMol25 dataset. Energies are from wB97M-V/def2-TZVPD.

Properties
Charge ... +1
Spin multiplicity ... 3

Last columns: bonded neighbours and bond lengths (Å).
CARTESIAN COORDINATES (ANGSTROEM)
1 C -1.14452 -2.74375 -0.24122  N6 1.257, O8 1.137
2 C -0.90502 -0.51523 0.04651  C3 1.574, N6 1.431, H10 1.046, H11 1.066
3 C 0.07842 0.53896 -0.58461  C2 1.574, C4 1.577, N7 1.492, H12 1.107
4 C -0.57996 1.97092 -0.63178  C3 1.577, H13 1.105, H14 1.163, H15 1.118
5 C 1.08115 -2.12398 0.48722  N6 1.511, H16 1.082, H17 1.104, H18 1.068
6 N -0.35708 -1.83438 0.12469  C1 1.257, C2 1.431, C5 1.511
7 N 0.26049 0.08094 -1.99311  C3 1.492, O9 1.165
8 O -1.99595 -3.40625 -0.60031  C1 1.137
9 O 0.89275 0.74700 -2.70925  N7 1.165
10 H -1.16934 -0.16356 0.99598  C2 1.046
11 H -1.76064 -0.64291 -0.57562  C2 1.066
12 H 0.96502 0.82202 0.01461  C3 1.107
13 H -1.52989 1.81873 -1.17503  C4 1.105
14 H 0.04375 2.79628 -1.16276  C4 1.163
15 H -0.77140 2.39540 0.38483  C4 1.118
16 H 1.18565 -1.33250 1.21822  C5 1.082
17 H 0.91898 -3.13109 0.90977  C5 1.104
18 H 1.76008 -2.21687 -0.33208  C5 1.068

Löwdin analysis output, partial charges in e:
1. C -0.091
2. C -0.079
3. C -0.305
4. C -0.051
5. C 0.099
6. N -0.054
7. N -0.064
8. O 0.380
9. O 0.100
10. H 0.133
11. H 0.137
12. H 0.148
13. H 0.087
14. H 0.124
15. H 0.095
16. H 0.113
17. H 0.120
18. H 0.107



Stability ranking, top entry: entry P; the second entry is 0.990 eV less favorable.



Entry P
Here is a cluster of 3 separate species, C4H15N3 in total from the OMol25 dataset. Energies are from wB97M-V/def2-TZVPD.

Properties
Charge ... 0

Last columns: bonded neighbours and bond lengths (Å).
CARTESIAN COORDINATES (ANGSTROEM)
1 C -1.43642 0.92218 0.08013  C3 1.500, N4 1.311, H5 1.085
2 C -0.45740 -0.72518 -1.47303  H9 1.092, H10 1.095, H11 1.102
3 C -2.75644 0.21034 0.12682  C1 1.500, H8 1.095, H12 1.088, H13 1.092
4 N -0.68198 1.12586 1.13324  C1 1.311, H6 1.019
5 H -1.30693 1.62150 -0.73865  C1 1.085
6 H -0.93855 0.51961 1.91099  N4 1.019
7 H 0.74819 1.12588 0.59387  N15 1.136
8 H -3.51134 0.88448 0.54509  C3 1.095
9 H -1.21222 -0.53272 -2.23769  C2 1.092
10 H -0.79684 -1.56751 -0.86212  C2 1.095
11 H 0.42485 -1.09126 -2.02204  C2 1.102
12 H -3.08582 -0.09521 -0.86421  C3 1.088
13 H -2.70288 -0.67408 0.76535  C3 1.092
14 C 2.52760 -0.14977 0.44333  N15 1.492, N16 1.435, H21 1.093, H22 1.092
15 N 1.53727 0.79376 -0.15335  H7 1.136, C14 1.492, H18 1.016, H19 1.152
16 N 1.91311 -1.27874 1.08214  C14 1.435, H17 1.014, H20 1.012
17 H 1.33136 -1.79791 0.43466  N16 1.014
18 H 1.97451 1.58007 -0.62479  N15 1.016
19 H 0.78090 0.23614 -0.81976  N15 1.152
20 H 1.32956 -0.99350 1.85868  N16 1.012
21 H 3.13389 0.39124 1.17391  C14 1.093
22 H 3.18558 -0.50519 -0.35257  C14 1.092

Löwdin analysis output, partial charges in e:
1. C -0.343
2. C -0.194
3. C -0.100
4. N -0.014
5. H 0.102
6. H 0.056
7. H 0.069
8. H 0.080
9. H -0.029
10. H -0.027
11. H -0.028
12. H 0.065
13. H 0.077
14. C -0.289
15. N 0.021
16. N 0.023
17. H 0.061
18. H 0.124
19. H 0.052
20. H 0.066
21. H 0.112
22. H 0.114



Entry Q
Here is a cluster of 3 separate species, C4H15N3 in total from the OMol25 dataset. Energies are from wB97M-V/def2-TZVPD.

Properties
Charge ... 0

Last columns: bonded neighbours and bond lengths (Å).
CARTESIAN COORDINATES (ANGSTROEM)
1 C 0.05238 0.25919 -1.58242  N3 1.369, N4 1.365, H5 1.083
2 C 1.45167 -1.38896 0.02812  H10 1.094, H11 1.094, H12 1.095, H19 1.317
3 N 0.89143 -0.11320 -2.59826  C1 1.369, H8 1.010, H9 1.010
4 N -0.09492 1.60905 -1.44153  C1 1.365, H6 1.051, H7 1.014
5 H -0.83039 -0.36496 -1.51640  C1 1.083
6 H -0.87246 1.72058 -0.74390  N4 1.051
7 H 0.76165 2.14072 -1.55287  N4 1.014
8 H 0.74208 -1.04124 -2.96772  N3 1.010
9 H 1.76184 0.38823 -2.70424  N3 1.010
10 H 0.86771 -2.11464 -0.54542  C2 1.094
11 H 1.77713 -1.92923 0.92234  C2 1.094
12 H 2.33051 -1.00019 -0.49611  C2 1.095
13 C -0.64251 0.48775 0.99245  C14 1.525, N15 1.482, H18 1.106
14 C -0.37566 -0.06576 2.38864  C13 1.525, H20 1.095, H21 1.093, H22 1.099
15 N -2.00104 0.04601 0.59902  C13 1.482, H16 1.019, H17 1.016
16 H -2.66391 0.13117 1.36813  N15 1.019
17 H -2.40177 0.67336 -0.09274  N15 1.016
18 H -0.65783 1.57906 1.17011  C13 1.106
19 H 0.77972 -0.38347 0.54944  C2 1.317
20 H -0.40786 -1.15955 2.36531  C14 1.095
21 H 0.62445 0.22539 2.72124  C14 1.093
22 H -1.09222 0.30071 3.13681  C14 1.099

Löwdin analysis output, partial charges in e:
1. C -0.283
2. C -0.146
3. N 0.103
4. N 0.074
5. H 0.116
6. H 0.087
7. H 0.113
8. H 0.110
9. H 0.109
10. H 0.007
11. H -0.005
12. H -0.007
13. C -0.445
14. C -0.177
15. N -0.056
16. H 0.052
17. H 0.035
18. H 0.067
19. H 0.058
20. H 0.065
21. H 0.065
22. H 0.060



Stability ranking, top entry: entry P; the second entry is 2.525 eV less favorable.



Entry P
Here is an isolated molecule of C5H8FN from the OMol25 dataset. Energies are from wB97M-V/def2-TZVPD.

Properties
Charge ... 0
SMILES ... C=C(F)N=C(C)C

Last columns: bonded neighbours and bond lengths (Å).
CARTESIAN COORDINATES (ANGSTROEM)
1 C 1.10526 -1.31205 2.15773  C2 1.326, H8 1.146, H9 1.102
2 C 0.73539 -1.40596 0.88831  C1 1.326, F3 1.305, N4 1.786
3 F 0.33081 -2.42059 0.17444  C2 1.305
4 N 1.07704 -0.00782 -0.16996  C2 1.786, C5 1.239
5 C -0.00984 0.48821 -0.49644  N4 1.239, C6 1.483, C7 1.446
6 C 0.07096 1.66590 -1.39356  C5 1.483, H10 1.172, H11 1.099, H12 1.058
7 C -1.34632 -0.05705 -0.41215  C5 1.446, H13 1.143, H14 1.037, H15 1.087
8 H 1.24085 -2.20622 2.86128  C1 1.146
9 H 1.49072 -0.35278 2.54046  C1 1.102
10 H 0.10770 2.60714 -0.69549  C6 1.172
11 H -0.71349 1.65540 -2.16323  C6 1.099
12 H 0.98212 1.80219 -1.91328  C6 1.058
13 H -1.93867 0.84354 -0.79357  C7 1.143
14 H -1.58507 -0.43366 0.52438  C7 1.037
15 H -1.54746 -0.86625 -1.10892  C7 1.087

Löwdin analysis output, partial charges in e:
1. C 0.027
2. C -0.329
3. F 0.090
4. N 0.187
5. C -0.536
6. C -0.068
7. C -0.050
8. H 0.087
9. H 0.064
10. H 0.130
11. H 0.080
12. H 0.055
13. H 0.104
14. H 0.057
15. H 0.101



Entry Q
Here is an isolated molecule of C5H8FN from the OMol25 dataset. Energies are from wB97M-V/def2-TZVPD.

Properties
Charge ... 0
SMILES ... F[C@H]1[C@H]2CCN[C@H]12

Last columns: bonded neighbours and bond lengths (Å).
CARTESIAN COORDINATES (ANGSTROEM)
1 F -2.68696 -0.82026 0.22850  C2 1.337
2 C -1.87129 0.11276 -0.27290  F1 1.337, C3 1.480, C7 1.481, H8 1.048
3 C -0.65043 0.46240 0.48651  C2 1.480, C4 1.507, C7 1.538, H9 1.070
4 C 0.56611 -0.10103 1.17458  C3 1.507, C5 1.605, H10 1.122, H11 1.073
5 C 1.55152 -0.11661 -0.09185  C4 1.605, N6 1.539, H12 1.136, H13 1.085
6 N 0.71707 -0.03086 -1.38254  C5 1.539, C7 1.471, H14 1.021
7 C -0.57901 -0.39358 -0.78896  C2 1.481, C3 1.538, N6 1.471, H15 1.085
8 H -2.43917 0.91550 -0.63589  C2 1.048
9 H -0.48366 1.47186 0.17381  C3 1.070
10 H 0.33415 -1.12886 1.55998  C4 1.122
11 H 0.97766 0.49705 1.96507  C4 1.073
12 H 2.17462 -1.06400 -0.15531  C5 1.136
13 H 2.21960 0.73011 0.02345  C5 1.085
14 H 0.71028 0.89882 -1.80407  N6 1.021
15 H -0.54046 -1.43330 -0.48036  C7 1.085

Löwdin analysis output, partial charges in e:
1. F 0.051
2. C -0.251
3. C -0.189
4. C -0.133
5. C -0.159
6. N -0.016
7. C -0.221
8. H 0.133
9. H 0.126
10. H 0.123
11. H 0.087
12. H 0.117
13. H 0.092
14. H 0.099
15. H 0.140



Stability ranking, top entry: entry P; the second entry is 0.803 eV less favorable.